(1)
Below is an isolated molecule of C4H5O4PS at a distorted geometry, with properties calculated with wB97M-V/def2-TZVPD.

```
15
Properties=species:S:1:pos:R:3:mulliken_charge:R:1
C -2.118 0.646 0.843 0.584
C 1.994 -0.877 -1.815 0.227
C -1.660 -0.358 1.801 -0.658
C -0.674 0.485 0.991 -0.213
O -3.018 1.205 0.310 -0.487
O 2.700 -1.784 -1.926 -0.276
O 3.461 1.212 -1.304 -0.486
O 1.000 1.277 -1.058 -0.379
P 0.327 -0.415 -0.394 0.189
S 2.204 1.130 -2.012 0.528
H -1.743 -0.191 2.866 0.256
H -1.779 -1.397 1.516 0.252
H -0.100 1.264 1.475 0.397
H -0.617 -0.463 -1.403 0.023
H 0.022 -1.733 0.110 0.041
```

F_max ... 2.35 eV/A
Charge ... 0
LUMO ... -0.0301 Eh
Energy relative to the best compared isomer or geometry (same formula, charge and spin) ... 0.6117 eV

=====

(2)
Below is the ion C4H5O4S with charge -1 at a distorted geometry, with properties calculated with wB97M-V/def2-TZVPD.

```
14
Properties=species:S:1:pos:R:3:mulliken_charge:R:1
O -3.084 0.574 -0.668 -0.717
C -2.400 0.117 0.215 0.557
O -2.594 -0.498 1.230 -0.633
C -0.657 0.343 -0.214 0.563
O -0.675 1.312 -1.250 -0.606
O 0.166 0.664 0.868 -0.413
C 1.497 0.364 0.569 -0.760
C 1.594 -1.117 0.132 -0.499
S 0.028 -1.243 -0.894 -0.265
H -1.647 1.390 -1.639 0.389
H 1.972 0.425 1.519 0.326
H 1.786 0.868 -0.265 0.419
H 2.388 -1.263 -0.486 0.352
H 1.626 -1.937 0.882 0.285
```

F_max ... 4.16 eV/A
Charge ... -1
LUMO ... 0.1243 Eh
Energy relative to the best compared isomer or geometry (same formula, charge and spin) ... 1.4166 eV

=====

(3)
Below is a structure of composition C4H5O5S at a distorted geometry, with properties calculated with wB97M-V/def2-TZVPD.

```
15
Properties=species:S:1:pos:R:3:mulliken_charge:R:1
C -1.026 -1.654 0.096 0.585
C -0.454 0.905 -0.733 -0.886
C 1.073 -0.420 0.250 -0.888
C -0.433 -0.146 0.379 0.790
O -1.874 -1.991 0.908 -0.760
O -0.581 -2.124 -0.932 -0.702
O 2.069 1.371 -1.667 -0.679
O 1.645 2.296 0.522 -0.630
O -0.973 0.313 1.593 -0.633
S 1.326 1.276 -0.432 0.960
H -0.407 0.395 -1.612 0.430
H -1.370 1.638 -0.753 0.287
H 1.635 -0.499 1.185 0.388
H 1.148 -1.116 -0.584 0.396
H -1.777 -0.244 1.781 0.342
```

F_max ... 3.98 eV/A
Charge ... -1
LUMO ... 0.1289 Eh
Energy relative to the best compared isomer or geometry (same formula, charge and spin) ... 0.7005 eV

=====

(4)
Below is a structure of composition C4H5O5Sm at a distorted geometry, with properties calculated with wB97M-V/def2-TZVPD.

```
15
Properties=species:S:1:pos:R:3:mulliken_spin:R:1
O 1.428 -0.058 -0.876 -0.013
O 1.397 -2.286 -0.631 -0.001
C 0.839 -1.205 -0.683 -0.002
C -0.589 -1.062 -0.163 -0.002
O -1.004 0.288 -0.249 -0.001
C -2.266 0.558 0.344 0.001
Sm 0.479 1.990 -1.308 6.024
H -0.611 -1.396 0.886 -0.001
H -1.257 -1.709 -0.753 0.000
H -2.355 1.646 0.427 0.001
H -3.072 0.165 -0.292 0.000
H -2.320 0.095 1.340 0.000
O 2.489 1.917 0.328 -0.001
C 3.014 0.864 0.563 -0.005
O 3.827 0.193 1.068 -0.001
```

F_max ... 3.72 eV/A
Charge ... +1
LUMO (spin up / spin down) ... -0.1838 / -0.1817 Eh
Energy relative to the best compared isomer or geometry (same formula, charge and spin) ... 0.0000 eV
Multiplicity ... 7